(1)
DFT (ωB97M-V/def2-TZVPD) results for C14H52MnN24O14 as an isolated structure.

Structure (ORCA input):
```
! RIJCOSX wB97M-V def2-TZVPD def2/J DEFGRID3
* xyz -1 7
Mn 23.718 3.773 -41.434
O 24.408 2.245 -39.953
C 24.358 3.023 -38.747
C 23.655 4.461 -38.657
O 23.757 5.274 -39.815
H 25.404 3.018 -38.439
H 23.867 2.331 -38.063
H 23.983 5.003 -37.770
H 22.609 4.372 -38.364
C 29.244 3.669 -40.951
O 30.031 4.186 -40.215
N 29.610 2.660 -41.691
N 27.944 3.806 -40.967
H 30.589 2.413 -41.718
H 28.900 2.320 -42.323
H 27.515 3.185 -41.637
H 27.454 4.282 -40.223
C 23.106 1.112 -43.277
O 23.540 2.111 -42.782
N 23.822 -0.006 -43.140
N 21.954 0.854 -43.817
H 24.650 0.009 -42.562
H 23.314 -0.872 -43.030
H 21.324 1.619 -44.015
H 21.865 -0.108 -44.110
C 28.572 2.534 -36.699
O 27.854 1.646 -36.326
N 29.242 3.368 -35.954
N 28.758 2.642 -37.935
H 29.208 3.161 -34.966
H 29.823 4.031 -36.446
H 28.068 2.244 -38.557
H 29.438 3.234 -38.391
C 22.971 4.847 -34.634
O 23.377 5.764 -33.996
N 21.899 4.871 -35.361
N 23.497 3.679 -34.920
H 21.845 4.091 -36.000
H 21.502 5.799 -35.397
H 23.011 2.824 -35.152
H 24.390 3.469 -34.497
C 27.045 -0.389 -40.911
O 27.894 -1.221 -41.140
N 27.290 0.872 -40.795
N 25.722 -0.510 -40.735
H 28.263 1.141 -40.782
H 26.701 1.603 -40.423
H 25.230 -1.392 -40.727
H 25.200 0.320 -40.492
C 25.288 0.122 -34.882
O 24.498 -0.686 -34.296
N 25.814 1.110 -34.330
N 25.573 -0.040 -36.136
H 25.626 1.291 -33.355
H 26.576 1.488 -34.875
H 25.965 0.783 -36.570
H 25.065 -0.747 -36.649
C 22.163 -0.509 -39.424
O 21.429 -1.528 -39.425
N 23.334 -0.339 -38.913
N 21.914 0.474 -40.115
H 23.747 -1.166 -38.506
H 23.674 0.586 -39.134
H 22.572 1.227 -40.258
H 20.960 0.637 -40.403
C 20.391 3.492 -40.780
O 21.597 3.341 -41.020
N 19.874 3.333 -39.598
N 19.494 3.669 -41.743
H 18.864 3.304 -39.599
H 20.449 3.008 -38.835
H 19.791 3.753 -42.705
H 18.511 3.839 -41.588
C 20.916 1.901 -35.990
O 20.822 2.444 -37.066
N 21.984 1.104 -35.835
N 20.263 2.212 -34.908
H 22.400 0.767 -36.691
H 22.003 0.590 -34.966
H 19.440 2.797 -34.896
H 20.390 1.682 -34.058
C 20.841 7.684 -39.631
O 19.710 8.097 -39.652
N 21.484 7.743 -38.502
N 21.434 6.966 -40.652
H 21.062 8.153 -37.681
H 22.271 7.136 -38.323
H 21.044 7.025 -41.582
H 22.107 6.251 -40.416
C 24.984 7.818 -36.081
O 23.847 8.194 -36.209
N 25.513 6.671 -36.458
N 25.939 8.364 -35.419
H 24.950 6.056 -37.028
H 26.496 6.771 -36.669
H 26.599 7.804 -34.899
H 25.595 9.121 -34.845
C 26.490 7.651 -39.427
O 27.321 8.458 -39.147
N 26.745 6.359 -39.450
N 25.189 7.902 -39.509
H 27.653 6.235 -39.025
H 26.008 5.688 -39.611
H 24.854 8.855 -39.491
H 24.408 7.263 -39.474
*
```

electronic energy	-111117.480	eV
HOMO (alpha / beta)	-1.57 / -6.18	eV
<S²>	12.003
max |F|	10.37	eV Å⁻¹
orbital gap (alpha / beta)	0.129 / 0.297	Ha

---

(2)
DFT (ωB97M-V/def2-TZVPD) results for a 12-piece molecular cluster, C14H53NO17 overall.

Structure (ORCA input):
```
! RIJCOSX wB97M-V def2-TZVPD def2/J DEFGRID3
* xyz 0 1
C 4.064 -15.105 -19.940
O 5.323 -15.681 -20.125
C 5.421 -17.088 -19.990
C 4.951 -17.546 -18.619
N 5.609 -16.884 -17.523
C 5.185 -17.361 -16.205
C 3.700 -17.068 -15.963
O 3.377 -15.708 -16.242
C 2.069 -15.442 -15.858
H 3.742 -14.982 -18.897
H 3.299 -15.789 -20.344
H 3.897 -14.147 -20.426
H 6.488 -17.286 -20.131
H 4.945 -17.578 -20.847
H 4.972 -18.640 -18.576
H 3.867 -17.317 -18.609
H 5.253 -15.938 -17.645
H 5.771 -16.812 -15.468
H 5.363 -18.419 -16.025
H 3.361 -17.262 -14.936
H 3.028 -17.755 -16.497
H 1.292 -16.088 -16.295
H 1.741 -14.453 -16.181
H 1.880 -15.498 -14.779
O 9.353 -20.860 -22.635
H 8.487 -21.232 -22.381
H 9.316 -20.794 -23.594
O 3.101 -20.379 -19.502
H 3.052 -21.088 -18.810
H 2.452 -19.712 -19.250
O 7.645 -19.173 -17.205
H 7.228 -18.312 -17.383
H 7.477 -19.708 -18.000
O 2.699 -22.369 -21.705
H 2.841 -21.567 -21.174
H 1.746 -22.420 -21.832
O 10.342 -20.310 -17.321
H 10.924 -21.078 -17.363
H 9.499 -20.612 -17.682
O 5.087 -23.696 -21.951
H 4.207 -23.295 -22.123
H 4.911 -24.416 -21.331
O 6.001 -23.696 -17.750
H 6.129 -24.516 -18.248
H 6.890 -23.353 -17.599
C 5.921 -20.602 -21.261
C 6.144 -21.180 -19.871
O 7.471 -21.109 -19.393
O 6.675 -21.453 -22.156
H 6.264 -19.575 -21.406
H 4.904 -20.509 -21.647
H 5.866 -22.236 -19.977
H 5.439 -20.776 -19.147
H 8.042 -21.640 -19.959
H 6.113 -22.251 -22.085
C 9.933 -18.343 -20.251
C 10.085 -17.315 -21.360
O 9.494 -16.046 -21.004
O 10.807 -18.055 -19.179
H 10.248 -19.277 -20.750
H 8.927 -18.617 -19.909
H 9.495 -17.687 -22.192
H 11.170 -17.174 -21.330
H 9.983 -15.769 -20.219
H 10.612 -18.673 -18.462
C 2.406 -23.058 -17.226
C 1.161 -22.632 -17.953
O 0.020 -23.408 -17.580
O 3.552 -22.410 -17.834
H 2.629 -24.129 -17.291
H 2.477 -22.863 -16.152
H 1.253 -22.688 -19.036
H 0.909 -21.604 -17.674
H -0.604 -22.893 -17.070
H 4.343 -22.962 -17.706
C 7.174 -26.047 -20.353
C 8.112 -24.919 -19.914
O 9.450 -25.071 -20.341
O 5.915 -26.011 -19.617
H 7.603 -27.025 -20.132
H 6.895 -26.017 -21.405
H 8.230 -24.982 -18.828
H 7.665 -23.950 -20.156
H 9.488 -25.151 -21.302
H 6.043 -26.670 -18.929
*
```

electronic energy	-51672.153	eV
HOMO	-8.85	eV
SMILES string	COCCNCCOC.OCCO.OCCO.OCCO.OCCO.O.O.O.O.O.O.O
max |F|	2.81	eV Å⁻¹
orbital gap	0.324	Ha

---

(3)
DFT (ωB97M-V/def2-TZVPD) results for a 13-piece molecular cluster, C14H54N14O13 overall.

Structure (ORCA input):
```
! RIJCOSX wB97M-V def2-TZVPD def2/J DEFGRID3
* xyz -1 2
C -1.652 0.950 3.735
O -0.409 1.403 4.237
H -2.562 1.461 4.048
H -1.589 0.850 2.651
H -1.968 -0.013 4.136
H -0.364 2.339 4.031
C 2.293 -3.934 -2.159
O 1.340 -4.546 -1.300
H 1.763 -3.011 -2.392
H 3.166 -3.599 -1.599
H 2.376 -4.554 -3.052
H 0.469 -4.546 -1.704
C 4.172 -0.509 0.206
O 4.518 -0.458 1.602
H 3.406 -1.250 -0.021
H 3.688 0.440 -0.022
H 5.110 -0.577 -0.347
H 4.142 0.349 1.959
C -3.376 -2.495 -0.067
O -3.336 -2.525 1.327
H -2.731 -1.688 -0.416
H -2.974 -3.399 -0.525
H -4.411 -2.578 -0.400
H -4.066 -2.067 1.749
C -1.907 -4.990 2.410
O -1.191 -3.934 1.785
H -2.949 -4.671 2.427
H -1.743 -5.852 1.763
H -1.415 -5.294 3.334
H -1.921 -3.398 1.467
C -3.963 -0.139 -3.528
O -4.070 -0.599 -2.474
N -4.960 -0.156 -4.364
N -2.948 0.632 -3.860
H -5.591 -0.873 -4.035
H -5.074 0.514 -5.111
H -2.941 1.012 -4.796
H -2.218 0.849 -3.196
C -1.386 5.368 0.135
O -0.994 5.531 1.272
N -2.253 6.210 -0.466
N -0.926 4.434 -0.628
H -2.528 7.096 -0.068
H -2.523 6.209 -1.440
H -0.207 3.886 -0.177
H -1.267 4.462 -1.578
C 2.750 1.806 3.214
O 3.917 1.859 2.826
N 1.758 1.519 2.510
N 2.473 1.670 4.389
H 0.848 1.440 2.941
H 1.736 1.825 1.548
H 3.246 1.415 4.987
H 1.520 1.389 4.573
C 2.338 0.353 -3.615
O 1.153 0.385 -3.515
N 3.196 1.273 -3.238
N 3.041 -0.663 -3.992
H 4.197 1.141 -3.233
H 2.768 2.180 -3.120
H 2.399 -1.331 -4.393
H 4.042 -0.794 -4.031
C -4.913 1.993 -0.260
O -5.434 2.861 0.404
N -5.547 1.133 -0.968
N -3.615 1.797 -0.350
H -4.966 0.336 -1.187
H -6.388 1.411 -1.454
H -3.121 2.357 0.330
H -3.248 0.970 -0.799
C 2.479 3.312 -0.569
O 1.609 3.117 0.227
N 2.339 3.772 -1.823
N 3.716 2.998 -0.327
H 1.392 4.074 -2.002
H 3.138 4.041 -2.379
H 3.786 2.461 0.526
H 4.424 3.220 -1.012
C 2.230 -4.553 3.162
O 1.541 -4.818 4.152
N 1.724 -4.109 2.002
N 3.582 -4.479 3.161
H 2.224 -3.889 1.152
H 0.737 -3.897 1.979
H 4.115 -4.633 4.005
H 3.977 -4.310 2.247
C 0.146 -1.020 0.369
C 0.118 0.231 -0.385
O -0.761 0.202 -1.491
H 0.131 -1.781 -0.411
H -0.612 -1.256 1.117
H 1.091 -1.267 0.853
H 1.133 0.432 -0.728
H -0.202 1.013 0.303
H -0.237 0.477 -2.247
*
```

electronic energy	-62872.624	eV
HOMO (alpha / beta)	-0.06 / -7.22	eV
<S²>	0.750
max |F|	11.36	eV Å⁻¹
orbital gap (alpha / beta)	0.075 / 0.336	Ha

---

(4)
DFT (ωB97M-V/def2-TZVPD) results for a 14-piece molecular cluster, C14H56N28O14 overall.

Structure (ORCA input):
```
! RIJCOSX wB97M-V def2-TZVPD def2/J DEFGRID3
* xyz 0 1
C -6.287 5.740 -1.094
O -6.923 6.272 -2.028
N -6.045 4.521 -1.164
N -6.020 6.156 0.128
H -6.342 4.044 -2.003
H -5.117 4.393 -0.788
H -6.423 7.049 0.374
H -5.691 5.588 0.895
C 1.572 -1.498 -5.096
O 1.158 -2.595 -4.764
N 2.709 -1.434 -5.701
N 1.012 -0.355 -4.972
H 3.011 -0.487 -5.881
H 3.339 -2.223 -5.745
H 0.136 -0.300 -4.473
H 1.470 0.508 -5.225
C -6.675 -0.065 -2.581
O -7.215 0.466 -3.573
N -5.686 -0.884 -2.680
N -6.976 0.037 -1.319
H -5.391 -1.454 -1.900
H -5.282 -0.883 -3.605
H -6.370 -0.498 -0.714
H -7.716 0.606 -0.932
C -0.664 5.720 -0.876
O 0.124 6.070 -1.717
N -1.764 6.388 -0.494
N -0.421 4.755 -0.049
H -1.807 7.304 -0.919
H -2.447 5.924 0.087
H 0.564 4.529 -0.041
H -1.075 4.526 0.686
C 6.339 -5.843 -1.640
O 7.352 -5.428 -1.138
N 5.290 -5.177 -1.891
N 6.323 -7.156 -1.890
H 4.483 -5.639 -2.287
H 5.290 -4.229 -1.542
H 5.364 -7.440 -2.031
H 7.019 -7.784 -1.514
C 4.247 3.741 -0.182
O 3.954 3.752 1.006
N 3.650 3.060 -1.166
N 5.153 4.494 -0.810
H 3.092 2.284 -0.841
H 4.023 3.207 -2.094
H 5.579 5.071 -0.099
H 5.208 4.588 -1.815
C 6.089 -0.711 -0.480
O 5.064 -1.256 -0.171
N 6.791 -0.586 -1.622
N 6.799 -0.192 0.396
H 6.372 -0.932 -2.473
H 7.572 0.055 -1.599
H 7.704 0.195 0.168
H 6.298 0.174 1.193
C 1.202 5.133 5.008
O 0.495 5.273 5.972
N 2.123 5.904 4.509
N 1.106 4.079 4.293
H 2.498 6.671 5.049
H 2.705 5.533 3.772
H 0.712 3.245 4.705
H 1.581 4.149 3.404
C -4.289 -1.192 3.214
O -5.096 -1.498 2.300
N -2.979 -1.433 3.069
N -4.498 -0.472 4.263
H -2.351 -0.927 3.677
H -2.535 -1.857 2.267
H -5.398 -0.014 4.238
H -3.791 -0.279 4.957
C 4.362 -0.561 4.608
O 5.065 -0.671 5.611
N 4.186 -1.520 3.760
N 3.765 0.555 4.204
H 3.848 -1.376 2.819
H 4.411 -2.459 4.054
H 3.930 1.354 4.800
H 3.279 0.594 3.320
C -3.050 -5.251 -0.308
O -2.876 -4.127 -0.641
N -3.101 -6.354 -1.042
N -3.423 -5.537 0.914
H -2.697 -6.282 -1.965
H -3.423 -7.211 -0.615
H -3.614 -6.463 1.270
H -3.454 -4.768 1.569
C 0.159 -0.256 -0.105
O 0.802 0.281 0.709
N -1.123 0.034 -0.477
N 0.612 -1.371 -0.597
H -1.465 0.973 -0.326
H -1.656 -0.444 -1.189
H 1.493 -1.766 -0.299
H 0.053 -1.786 -1.329
C -4.297 3.618 3.397
O -3.703 3.625 2.353
N -5.615 3.354 3.479
N -3.747 3.932 4.534
H -6.117 2.931 2.712
H -6.007 3.509 4.397
H -4.390 3.773 5.297
H -2.742 3.875 4.456
C 0.786 -7.734 -4.483
O 0.297 -7.328 -5.446
N 1.291 -6.939 -3.579
N 0.782 -8.871 -3.949
H 1.222 -5.953 -3.789
H 1.385 -7.301 -2.641
H 1.173 -8.969 -3.023
H 0.301 -9.591 -4.468
*
```

electronic energy	-85818.798	eV
HOMO	-9.34	eV
max |F|	9.53	eV Å⁻¹
orbital gap	0.334	Ha

---

- max |F| of number 3 (C14H54N14O13)?
  11.36 eV Å⁻¹

---

- Among the records above, which one has the lowest electronic energy?
  C14H52MnN24O14

---

- Which formula does entry 3 have?
  C14H54N14O13